Entry from the Open Molecules 2025 dataset: the ion C5H12BrN2 with charge +1 at a distorted geometry (ωB97M-V/def2-TZVPD).

```
20
Properties=species:S:1:pos:R:3:forces:R:3:nbo_charge:R:1
C -0.407669 -0.055689 -1.430352 -0.4538 1.6338 1.8134 -0.303
C -0.255569 -1.204168 -0.495699 3.3067 -0.4077 -2.3732 -0.231
C 0.407912 0.551900 1.208989 1.4482 1.3804 -1.3004 -0.088
C 0.500951 2.155273 -1.543616 1.6712 0.2397 -2.2523 -0.483
C -0.046352 -1.683110 1.899854 3.5136 -4.3181 -3.8301 -0.415
N 0.694426 0.808035 -1.159551 1.4131 -0.5414 0.7283 -0.245
N -0.293617 -0.692675 0.847010 -1.8380 1.0359 2.3243 -0.440
Br -0.811004 1.882572 1.919241 1.2098 -1.0900 -0.4879 0.150
H -0.365270 -0.372398 -2.436721 -0.2229 -0.3880 -1.3255 0.262
H -1.327930 0.529170 -1.190780 -0.0982 -0.6238 -0.6226 0.181
H -0.937154 -1.983636 -0.708350 -0.9746 -0.8125 0.5383 0.250
H 0.789981 -1.589910 -0.700973 -1.1110 0.1573 0.4784 0.243
H 1.493387 0.515520 1.567704 -1.9422 -0.0481 -0.5321 0.264
H -0.541512 2.255681 -1.766143 -0.6421 1.2685 0.0196 0.187
H 0.950702 2.733027 -0.756992 -0.3270 0.8578 0.2868 0.241
H 1.145784 2.508198 -2.530283 -1.4545 -1.2996 2.2235 0.258
H 1.073960 -1.974571 1.797495 -1.6611 1.0712 0.7900 0.239
H -0.378070 -1.391377 2.783470 -0.9265 1.7681 4.0193 0.230
H -0.458942 -2.706197 1.744485 -0.5158 0.9730 -0.5926 0.251
H -1.234014 -0.285643 0.951215 -0.3949 -0.8565 0.0950 0.451
```
Forces are in eV/Å.

HOMO-LUMO gap (spin up / spin down) ... 8.606 / 8.568 eV
Strongest force on any atom ... 0.1314 Eh/bohr
ΔE to the lowest compared entry with this formula, charge and spin ... 130.31 kcal per mole
LUMO (spin up / spin down) ... -4.241 / -4.641 eV
Multiplicity ... 1
Charge ... +1
E_HOMO (spin up / spin down) ... -12.85 / -13.21 eV